Record 1
DFT (wB97M-V/def2-TZVPD) results for a structure of composition C8H10N2SSm.

Cartesian coordinates (Å):
Sm  0.531160  0.702291  -0.077215
S  -1.261033  0.850155  2.559322
N  1.293650  1.837938  1.980668
N  3.724253  0.273828  -0.298515
C  0.235235  -1.507351  -1.329466
C  0.227060  1.429167  2.376343
C  -0.822789  -1.563940  0.730613
C  1.238810  -1.779157  -0.331202
C  -1.025883  -1.394433  -0.659852
C  -1.091228  1.619258  -1.275371
C  -1.791413  1.591536  -0.081792
C  0.581525  -1.787376  0.941772
H  0.397027  -1.475157  -2.405673
H  -0.452111  2.497496  -1.525279
H  -2.487646  0.777853  0.115711
H  1.052282  -1.992550  1.904797
H  2.322162  -1.892313  -0.503319
H  -1.938479  2.497767  0.514519
H  4.181035  1.034343  -0.853570
H  -1.967797  -1.161411  -1.141423
H  -1.357904  1.009747  -2.152483
H  -1.587917  -1.567691  1.511417

Cartesian forces, eV/Å:
3.9 -1.5 1.7
-0.3 -0.1 1.6
-2.4 -0.7 1.4
-1.1 0.6 -0.5
0.3 -1.0 0.7
2.8 1.5 -0.6
0.7 -0.5 -0.4
-0.6 -0.4 -0.2
0.5 -0.2 0.0
-1.3 1.3 -2.7
-1.5 1.0 -0.3
-0.4 -0.2 -0.8
0.0 0.1 0.3
-0.6 -0.1 0.1
0.1 0.4 -0.1
-0.1 0.2 -0.4
-0.8 0.2 0.2
0.2 -0.4 -0.1
-0.1 -0.3 0.3
0.1 -0.1 0.1
0.1 0.2 0.4
0.4 0.1 -0.5

As for the multiplicity: 6. As for the HOMO-LUMO gap (spin up / spin down): 6.04 / 5.35 eV. For the relative energy (zero: lowest compared OMol25 entry of this formula, charge and spin), the calculation gives 146.1 kcal/mol. For the strongest force on any atom, the calculation gives 4.48 eV/Å. As for the net charge: -1. Its total energy is -40172.1245 eV. The LUMO energy (spin up / spin down) is 2.7 / 2.7 eV. The value obtained for the HOMO energy (spin up / spin down) is -3.33 / -2.66 eV.

Atomic partial charges in e from the Löwdin method, atoms 1 to 2:
1 Sm 1.44
2 S 0.64

---

Record 2
DFT (wB97M-V/def2-TZVPD) results for a cluster of 2 separate species, C8H10N3 in total.

Cartesian coordinates (Å):
N  2.440002  -1.317323  0.055961
N  2.442073  -2.433909  -0.077085
N  2.378894  -0.165324  0.382767
C  -0.502970  -1.733464  -0.015767
C  -0.414507  -0.394319  -0.097605
C  3.330399  0.846588  0.062860
C  -2.845813  -1.050922  0.179831
C  -1.861908  -2.086931  0.118574
C  -1.082380  0.751882  -0.110033
C  -0.884498  2.215731  -0.266267
C  -2.465673  0.278922  0.217494
H  3.176926  1.438263  -0.868958
H  -3.302408  0.992139  0.200700
H  0.334412  -2.448085  -0.238177
H  -3.895780  -1.335616  0.303660
H  -0.979095  2.526043  -1.246102
H  -2.150327  -3.169297  0.075389
H  3.621529  1.569499  0.887483
H  0.106146  2.645567  0.173361
H  -1.710848  2.596400  0.294709
H  4.265821  0.274161  -0.032799

Cartesian forces, eV/Å:
1.3 -1.1 0.1
-0.1 -0.1 -0.4
-2.9 1.6 0.8
0.3 -0.4 -0.7
-0.3 0.4 0.3
3.0 0.7 -0.3
1.1 -0.9 0.9
-0.7 -0.1 -0.4
-1.2 -1.0 0.9
2.2 0.2 2.8
0.2 -0.6 -1.7
-0.3 -0.7 0.6
0.9 0.2 0.2
-1.0 0.6 0.5
0.4 0.2 -0.1
-0.1 0.5 -2.2
0.4 1.2 0.2
-1.3 -1.0 -0.6
-1.8 -1.1 -0.7
-0.3 0.9 0.3
0.1 0.5 -0.5

As for the multiplicity: 1. As for the HOMO-LUMO gap: 7.63 eV. For the relative energy (zero: lowest compared OMol25 entry of this formula, charge and spin), the calculation gives 116.8 kcal/mol. For the strongest force on any atom, the calculation gives 3.56 eV/Å. As for the net charge: +1. Its total energy is -12915.6514 eV. The LUMO energy is -6.1 eV. The value obtained for the HOMO energy is -13.71 eV.

Atomic partial charges in e from the Löwdin method, atoms 1 to 2:
1 N -0.22
2 N 0.25